(one)
# C4H9N3O

C4H9N3O in the gas phase (ωB97M-V/def2-TZVPD, the Open Molecules 2025 dataset).

Geometry as ORCA input:
```
! wB97M-V def2-TZVPD RIJCOSX def2/J DEFGRID3
* xyz 0 1
C 1.84137 0.39327 -1.66926
O 0.54486 0.28154 -1.12000
C 0.19994 1.22638 0.23462
N 0.86791 2.02996 0.79465
H 1.78038 0.60888 -2.73918
H 2.37156 -0.56066 -1.54454
H 2.37942 1.19794 -1.16169
N -1.29823 0.24363 1.90103
N -0.36405 -1.86630 0.43525
C -1.11116 0.44181 0.46879
C -0.83796 -0.84533 -0.26588
H -0.77371 0.97009 2.38352
H -2.27322 0.30906 2.16648
H -0.03276 -2.70105 -0.02095
H -0.08517 -1.65497 1.39064
H -1.93117 0.97370 -0.02245
H -1.27801 -1.04794 -1.23103
*
```

Output
E_LUMO	0.015	hartree
highest occupied orbital energy	-7.8	eV

(two)
# C4H9N3O

C4H9N3O in the gas phase (ωB97M-V/def2-TZVPD, the Open Molecules 2025 dataset).

Geometry as ORCA input:
```
! wB97M-V def2-TZVPD RIJCOSX def2/J DEFGRID3
* xyz 0 1
C 0.14750 -0.00920 1.92592
N -0.95680 -0.27168 0.89279
N 1.34321 -0.15602 1.36792
O -0.17980 0.28552 3.04354
H 2.16510 0.07620 1.90019
H -0.92850 -1.25128 0.60035
H -1.83596 -0.03351 1.36001
H 1.36349 -0.35061 0.35126
C 0.40993 -0.34202 -1.38463
C -0.83222 1.80027 -0.28222
C 0.24554 -1.46110 -2.09043
N -0.93880 0.49070 -0.45921
H 1.03244 0.47474 -1.76361
H -1.29999 2.40807 -1.04360
H -0.08362 2.25158 0.37012
H 0.78035 -1.66144 -3.01688
H -0.43189 -2.25022 -1.77151
*
```

Output
E_LUMO (alpha / beta)	0.020 / 0.020	hartree
highest occupied orbital energy (alpha / beta)	-6.4 / -6.4	eV

Which of them is most stable, and which least? Most stable: (one); least stable: (two).

(one)
# C3H7N2

A molecular structure, C3H7N2 (ωB97M-V/def2-TZVPD, the Open Molecules 2025 dataset).

Geometry as ORCA input:
```
! wB97M-V def2-TZVPD RIJCOSX def2/J DEFGRID3
* xyz 1 1
C -0.01301 -0.05395 0.01128
C -1.94797 0.04614 0.01730
C 2.00302 0.04895 0.01277
N -0.80692 0.89980 -0.34087
N -0.89551 -0.95873 0.29305
H -2.51281 0.38220 1.01765
H -2.69934 -0.26226 -0.82965
H 2.26569 -0.00019 -1.07981
H 2.48738 -0.76462 0.71262
H 2.07652 0.96256 0.57629
H -0.53976 1.82412 -0.34682
H -0.95440 -1.85417 0.84150
*
```

Output
E_LUMO	-0.118	hartree
highest occupied orbital energy	-15.8	eV

(two)
# C3H7N2

A gas-phase ion, C3H7N2 (charge +1) (ωB97M-V/def2-TZVPD, the Open Molecules 2025 dataset).

Geometry as ORCA input:
```
! wB97M-V def2-TZVPD RIJCOSX def2/J DEFGRID3
* xyz 1 1
N 0.61279 -0.62538 -0.81957
C -0.46129 -0.09045 0.05720
C -1.30921 1.13575 -0.22492
N -0.97354 1.80803 0.81280
C 0.03117 0.78312 1.30595
H 0.15664 -0.71010 -1.69629
H 0.93791 -1.45291 -0.35346
H 1.41741 0.08169 -1.07099
H -0.89942 -1.07375 0.46530
H -2.04480 1.30809 -0.97371
H 0.05160 0.67074 2.40019
H 1.18425 1.04086 1.17265
*
```

Output
SMILES string	[NH3+][C@@H]1C=NC1
E_LUMO	-0.161	hartree
highest occupied orbital energy	-14.7	eV

(three)
# C3H7N2

2 unconnected molecules or ions with the total composition C3H7N2 (ωB97M-V/def2-TZVPD, the Open Molecules 2025 dataset).

Geometry as ORCA input:
```
! wB97M-V def2-TZVPD RIJCOSX def2/J DEFGRID3
* xyz 1 1
C 2.74643 -0.06088 0.37722
C 1.80646 0.33198 -0.27843
C -0.28654 0.39436 -0.58551
N -0.98611 1.22175 0.17233
N -0.42470 -0.98043 -0.08690
H 3.55193 -0.34707 1.01721
H -0.46048 0.69975 -1.61446
H -1.37054 2.10809 -0.15972
H -1.01447 1.09497 1.19422
H -0.97986 -1.62760 -0.56091
H -0.67491 -0.75720 0.93840
H 0.48733 -1.47184 -0.02890
*
```

Output
E_LUMO	-0.152	hartree
highest occupied orbital energy	-14.1	eV

Which of them is most stable, and which least? Most stable: (two); least stable: (three).

(one)
# C3H7N2

A molecular structure, C3H7N2 (ωB97M-V/def2-TZVPD, the Open Molecules 2025 dataset).

Geometry as ORCA input:
```
! wB97M-V def2-TZVPD RIJCOSX def2/J DEFGRID3
* xyz 1 1
C -0.14440 0.16328 -0.10694
C 0.45252 0.24873 -2.02509
C -0.58648 -0.54756 2.58189
N -0.17481 1.13876 -0.95645
N 0.56383 -0.69772 -0.87329
H -0.10859 -0.12947 -2.80852
H 1.39691 0.85968 -2.34447
H -1.63562 -0.83891 2.16251
H -0.30077 0.48522 2.76000
H -0.04235 -1.30708 3.14446
H -0.51975 2.11555 -0.94398
H 1.09950 -1.49049 -0.59011
*
```

Output
E_LUMO (alpha / beta)	-0.248 / -0.202	hartree
highest occupied orbital energy (alpha / beta)	-14.0 / -15.0	eV

(two)
# C3H7N2

A gas-phase ion, C3H7N2 (charge +1) (ωB97M-V/def2-TZVPD, the Open Molecules 2025 dataset).

Geometry as ORCA input:
```
! wB97M-V def2-TZVPD RIJCOSX def2/J DEFGRID3
* xyz 1 1
C 0.45243 -0.03073 -0.46944
C 1.53930 0.47895 0.32308
C -1.49683 -0.18107 1.05717
N -0.80292 -0.21251 -0.06409
N 0.60997 -0.31779 -1.76128
H 1.36989 0.62227 1.38250
H 2.30585 0.88123 -0.27883
H -2.48409 -0.54732 0.86156
H -0.94858 -0.70957 1.97918
H -1.64143 0.77037 1.51340
H 1.32080 -0.03023 -2.36152
H -0.22438 -0.72361 -2.18173
*
```

Output
E_LUMO (alpha / beta)	-0.262 / -0.276	hartree
highest occupied orbital energy (alpha / beta)	-14.9 / -14.9	eV

Which of them is most stable, and which least? Most stable: (two); least stable: (one).

(one)
# C3H7N2

A molecular structure, C3H7N2 (ωB97M-V/def2-TZVPD, the Open Molecules 2025 dataset).

Geometry as ORCA input:
```
! wB97M-V def2-TZVPD RIJCOSX def2/J DEFGRID3
* xyz 1 1
C 1.13927 0.93387 0.21524
C 0.36298 -0.92886 -0.45284
C -1.56236 0.43595 0.12478
N -0.39651 0.22925 -0.57200
N 1.53560 -0.28927 0.17392
H 1.76182 1.77994 0.53660
H -0.16008 -1.70461 0.10081
H 0.75025 -1.23134 -1.51926
H -1.46454 0.80902 1.20267
H -2.29006 1.15289 -0.28538
H -2.17101 -0.52470 0.13757
H 2.49464 -0.66215 0.33788
*
```

Output
E_LUMO	-0.199	hartree
highest occupied orbital energy	-14.6	eV

(two)
# C3H7N2

A gas-phase ion, C3H7N2 (charge +1) (ωB97M-V/def2-TZVPD, the Open Molecules 2025 dataset).

Geometry as ORCA input:
```
! wB97M-V def2-TZVPD RIJCOSX def2/J DEFGRID3
* xyz 1 1
C -1.62888 0.29932 -0.64313
C 0.67152 0.61728 -0.06426
C 1.99104 0.00964 0.00193
N -0.34414 -0.04108 -0.40843
N -2.45033 -0.10012 0.18906
H 0.61103 1.58699 0.44553
H 2.11778 -0.81259 -0.67990
H 1.92536 -0.52798 0.99556
H 2.86821 0.54005 -0.13815
H -0.03231 -0.92478 -0.87810
H -3.48334 0.07116 0.12341
H -2.24593 -0.71788 1.05649
*
```

Output
E_LUMO	-0.171	hartree
highest occupied orbital energy	-13.7	eV

(three)
# C3H7N2

A gas-phase ion, C3H7N2 (charge +1) (ωB97M-V/def2-TZVPD, the Open Molecules 2025 dataset).

Geometry as ORCA input:
```
! wB97M-V def2-TZVPD RIJCOSX def2/J DEFGRID3
* xyz 1 1
C 2.26599 0.08478 0.57705
C 1.22533 0.06139 0.01534
C -0.06860 0.27605 -0.58862
N -0.77400 1.32595 -0.29916
N -0.85933 -1.10185 0.14652
H 3.30096 -0.02702 0.88676
H 0.05686 -0.01584 -1.62818
H -1.15925 1.94770 -0.98847
H -1.09074 1.47552 0.63346
H -0.32645 -1.08167 1.05930
H -0.73553 -1.99218 -0.25025
H -1.83525 -0.95283 0.43626
*
```

Output
SMILES string	C#C[C@H](N)[NH3+]
E_LUMO	-0.129	hartree
highest occupied orbital energy	-15.0	eV

(four)
# C3H7N2

2 unconnected molecules or ions with the total composition C3H7N2 (ωB97M-V/def2-TZVPD, the Open Molecules 2025 dataset).

Geometry as ORCA input:
```
! wB97M-V def2-TZVPD RIJCOSX def2/J DEFGRID3
* xyz 1 1
C -0.58109 -0.27519 -0.55874
C -0.67721 1.35676 2.73053
C -0.00943 -0.95431 -2.95944
N -0.18195 0.35975 2.11751
N -0.31259 -0.54497 -1.62681
H -0.25132 1.65377 3.62658
H -1.71010 1.63564 2.70371
H -0.00621 -2.11963 -3.00963
H -0.83306 -0.64844 -3.58821
H 1.00416 -0.69778 -3.22987
H 0.75044 0.12646 2.41011
H -0.48610 0.19589 0.56091
*
```

Output
E_LUMO	-0.143	hartree
highest occupied orbital energy	-15.3	eV

Which of them is most stable, and which least? Most stable: (four); least stable: (one).